{"formula": "C15H10CoN6O2", "method": "the ωB97M-V functional and the def2-TZVPD basis", "charge": 1, "spin_multiplicity": 1, "homo_ha": [-0.47420, -0.47394], "fmax_ev_per_a": 1.05, "gap_ha": [0.293, 0.289], "symbols": ["Co", "O", "C", "N", "C", "C", "C", "C", "C", "C", "N", "C", "C", "C", "C", "C", "N", "H", "H", "H", "H", "H", "H", "H", "H", "H", "H", "O", "N", "C", "C", "N", "C", "N"], "positions_angstrom": [[-0.414386, -0.194097, 0.079859], [2.630946, 1.097178, -1.990590], [1.594568, 0.974807, -1.379058], [1.135036, -0.188288, -0.849722], [1.732816, -1.450721, -1.239741], [0.750676, -2.512998, -0.866675], [1.021245, -3.871265, -0.890502], [0.032990, -4.759910, -0.512667], [-1.211099, -4.275779, -0.118268], [-1.413791, -2.917532, -0.105685], [-0.452157, -2.058375, -0.480276], [0.598755, 2.074285, -1.168761], [0.841784, 3.398395, -1.452484], [-0.179548, 4.311962, -1.230153], [-1.401175, 3.862127, -0.748144], [-1.565971, 2.515935, -0.485615], [-0.576680, 1.641885, -0.692434], [2.705391, -1.613121, -0.769395], [1.896662, -1.464408, -2.322855], [1.998341, -4.213451, -1.201547], [0.227929, -5.823681, -0.515680], [-2.007189, -4.939001, 0.185516], [-2.359340, -2.488679, 0.199798], [1.811951, 3.679590, -1.837815], [-0.024835, 5.363909, -1.427171], [-2.220764, 4.541620, -0.565718], [-2.501473, 2.126606, -0.104046], [-0.230565, -0.817304, 1.852284], [-0.308982, 0.469336, 1.960279], [-0.378534, 1.098356, 3.076277], [-0.310245, 0.408887, 4.332443], [-0.258789, -0.165621, 5.323821], [-0.522141, 2.525817, 3.014302], [-0.641438, 3.663547, 2.930439]], "forces_ev_per_a": [[0.3, -0.4, 0.9], [-0.1, 0.0, 0.0], [0.0, -0.1, -0.2], [0.3, 0.1, 0.2], [-0.1, 0.0, -0.1], [0.0, 0.0, 0.0], [0.0, 0.0, -0.1], [0.0, 0.0, 0.0], [0.0, -0.1, 0.0], [-0.1, 0.1, -0.1], [-0.1, 0.3, 0.0], [0.0, 0.0, 0.0], [0.0, 0.0, 0.0], [0.0, 0.0, 0.0], [0.0, 0.0, 0.0], [0.0, 0.0, 0.0], [-0.2, -0.1, -0.3], [0.0, 0.0, 0.1], [0.1, 0.0, 0.0], [0.0, 0.0, 0.0], [0.0, 0.0, 0.0], [0.0, 0.0, 0.0], [0.0, 0.0, 0.0], [0.0, 0.0, 0.0], [0.0, 0.0, 0.0], [0.0, 0.0, 0.0], [0.0, 0.0, 0.0], [0.0, 0.1, -0.4], [-0.2, 0.1, 0.1], [0.1, -0.1, 0.1], [0.0, 0.0, -0.1], [0.0, 0.0, 0.0], [0.1, 0.0, 0.0], [0.0, 0.0, 0.0]], "mulliken_charge": [-0.46, -0.62, -0.13, 0.33, -0.46, 0.68, -0.92, -0.16, -0.77, 0.09, -0.13, 0.93, -0.64, -0.25, -0.63, 0.02, -0.15, 0.38, 0.44, 0.44, 0.43, 0.42, 0.42, 0.49, 0.46, 0.42, 0.45, -0.55, 0.31, 0.91, -0.02, -0.29, -0.08, -0.35]}